C21H25N3O2 | ωB97M-V/def2-TZVPD

Its SMILES is CCOCCCNC(=O)c1ccc2c(c1)ncn2-c1ccc(C)cc1C. As for the orbital gap: 9.26 eV. Its total energy is -30749.2636 eV. The molecular weight is 351.4 g mol⁻¹. The HOMO energy comes out at -0.3139 Ha. The energy above the lowest of the compared OMol25 structures with the same formula, charge and spin is 1.049 eV.

Last column: Löwdin charge in e.
Geometry (Å):
C (-9.018, -1.360, -0.585)  -0.07
C (-8.423, 0.028, -0.413)  -0.29
O (-7.026, -0.058, -0.572)  -0.16
C (-6.370, 1.180, -0.429)  -0.24
C (-4.870, 0.959, -0.579)  -0.15
H (-4.363, 1.925, -0.592)  0.12
H (-4.687, 0.453, -1.529)  0.12
C (-4.321, 0.107, 0.568)  -0.18
N (-2.916, -0.178, 0.409)  0.06
C (-1.958, 0.508, 1.078)  -0.46
O (-2.218, 1.361, 1.905)  0.06
C (-0.555, 0.135, 0.727)  -0.14
C (-0.211, -1.135, 0.289)  0.04
C (1.125, -1.379, 0.000)  -0.22
N (1.742, -2.525, -0.438)  0.13
C (2.996, -2.221, -0.540)  -0.13
N (3.290, -0.930, -0.201)  0.03
C (2.091, -0.355, 0.148)  -0.15
C (1.751, 0.907, 0.613)  0.00
C (0.422, 1.128, 0.899)  -0.02
H (0.096, 2.086, 1.273)  0.12
H (2.496, 1.676, 0.753)  0.11
C (4.542, -0.289, -0.257)  -0.17
C (4.656, 0.883, -0.998)  -0.01
C (5.865, 1.542, -1.081)  -0.04
C (6.985, 1.042, -0.428)  -0.27
C (6.854, -0.122, 0.315)  0.00
C (5.649, -0.803, 0.422)  -0.19
C (5.561, -2.045, 1.257)  -0.04
H (6.266, -1.990, 2.083)  0.08
H (4.560, -2.183, 1.658)  0.08
H (5.813, -2.924, 0.663)  0.09
H (7.716, -0.514, 0.837)  0.12
C (8.295, 1.764, -0.507)  -0.05
H (8.475, 2.125, -1.517)  0.08
H (9.117, 1.116, -0.211)  0.08
H (8.285, 2.627, 0.159)  0.09
H (5.942, 2.450, -1.661)  0.11
H (3.787, 1.263, -1.516)  0.12
H (3.751, -2.901, -0.883)  0.13
H (-0.929, -1.935, 0.203)  0.12
H (-2.650, -0.777, -0.356)  0.13
H (-4.427, 0.644, 1.513)  0.12
H (-4.880, -0.831, 0.617)  0.12
H (-6.728, 1.885, -1.197)  0.12
H (-6.592, 1.614, 0.559)  0.13
H (-8.844, 0.721, -1.159)  0.12
H (-8.662, 0.426, 0.587)  0.12
H (-10.097, -1.320, -0.467)  0.07
H (-8.781, -1.744, -1.574)  0.07
H (-8.601, -2.035, 0.156)  0.07

---

C21H25N3O2S | ωB97M-V/def2-TZVPD

As for the orbital gap: 5.66 eV. Its total energy is -41563.1823 eV. The molecular weight is 383.5 g mol⁻¹. The HOMO energy comes out at -0.2603 Ha. The energy above the lowest of the compared OMol25 structures with the same formula, charge and spin is 21.855 eV.

Last column: Löwdin charge in e.
Geometry (Å):
C (3.435, 3.971, 1.746)  -0.05
H (4.497, 4.451, 1.822)  0.13
O (3.560, 3.632, 0.295)  -0.15
C (2.372, 2.842, -0.188)  -0.08
C (2.429, 2.272, -1.641)  0.02
C (1.308, 1.677, -2.022)  -0.01
C (0.116, 1.358, -1.189)  -0.27
C (0.104, 1.924, -0.157)  -0.20
C (1.111, 2.621, 0.468)  -0.03
H (1.102, 2.854, 1.584)  0.12
H (-0.811, 1.875, 0.574)  0.18
C (-1.014, 0.778, -2.076)  0.02
N (-0.933, -0.837, -1.446)  0.00
C (0.011, -1.519, -1.528)  -0.52
O (0.908, -1.392, -2.444)  -0.02
C (-0.300, -2.968, -0.718)  -0.05
N (0.634, -3.356, 0.366)  -0.14
C (1.940, -3.626, 0.162)  -0.20
C (3.050, -2.288, -0.138)  0.00
C (2.805, -1.434, 1.260)  -0.17
C (1.339, -1.039, 1.213)  -0.18
C (0.349, -2.162, 1.565)  -0.04
H (-0.583, -1.829, 1.528)  0.03
H (0.654, -2.754, 2.501)  0.14
H (1.103, -0.262, 0.196)  0.17
H (1.353, -0.392, 2.186)  0.12
H (3.495, -0.795, 1.021)  0.04
H (3.190, -1.861, 2.007)  0.03
H (2.621, -1.872, -0.865)  -0.03
H (3.998, -2.815, -0.103)  0.10
H (2.027, -4.100, -0.854)  0.13
H (2.254, -4.197, 0.821)  0.02
H (-1.242, -2.946, -0.502)  0.01
H (-0.059, -3.858, -1.592)  0.18
N (-2.099, -0.905, -0.593)  0.22
C (-2.811, 0.374, -0.696)  -0.29
C (-4.082, 0.280, -0.241)  -0.48
C (-4.693, -0.599, 1.064)  -0.06
C (-5.964, -0.146, 1.276)  -0.30
C (-6.428, 1.146, 0.844)  -0.31
S (-5.048, 1.585, -0.152)  1.05
H (-7.350, 1.646, 1.169)  0.08
H (-6.654, -0.795, 1.974)  0.14
H (-4.266, -1.683, 1.102)  0.13
C (-2.419, 1.283, -1.753)  -0.06
H (-2.783, 1.210, -2.587)  0.05
H (-2.211, 2.101, -1.179)  0.10
H (-0.581, 0.393, -3.001)  0.14
H (1.478, 1.516, -3.197)  0.17
H (3.176, 2.731, -1.987)  0.03
H (2.604, 4.737, 1.796)  0.11
H (3.310, 3.171, 2.302)  0.02

---

C21H25N3O5 | ωB97M-V/def2-TZVPD

Its SMILES is Cc1cc(C(=O)NC[C@@H]2[C@@H](C)CCCN2C(=O)c2ccc(=O)oc2)ncc1CO. As for the orbital gap: 9.17 eV. Its total energy is -36891.5591 eV. The molecular weight is 399.4 g mol⁻¹. The HOMO energy comes out at -0.3355 Ha. The energy above the lowest of the compared OMol25 structures with the same formula, charge and spin is 1.642 eV.

Last column: Löwdin charge in e.
Geometry (Å):
C (-4.440, 0.661, 0.067)  -0.02
C (-3.273, 0.614, 1.011)  -0.21
C (-2.090, 1.282, 0.725)  0.03
C (-1.003, 1.177, 1.588)  -0.19
C (0.376, 1.730, 1.261)  -0.43
O (1.311, 1.628, 2.028)  0.08
N (0.512, 2.288, 0.023)  0.07
C (1.828, 2.398, -0.581)  -0.12
C (2.622, 1.079, -0.608)  -0.23
C (3.713, 1.031, -1.681)  -0.33
C (4.634, 2.243, -1.614)  -0.06
C (4.515, -0.261, -1.488)  -0.17
C (3.632, -1.503, -1.420)  -0.16
C (2.514, -1.340, -0.391)  -0.14
N (1.773, -0.115, -0.680)  0.00
C (0.646, -0.142, -1.444)  -0.41
O (0.393, 0.690, -2.308)  0.07
C (-0.386, -1.155, -1.059)  -0.11
C (-0.514, -1.706, 0.263)  0.00
C (-1.604, -2.417, 0.600)  0.03
C (-2.694, -2.604, -0.335)  -0.44
O (-3.765, -3.100, -0.117)  0.11
O (-2.471, -2.112, -1.624)  0.10
C (-1.383, -1.394, -1.928)  -0.01
N (-1.071, 0.494, 2.726)  0.15
C (-2.209, -0.124, 3.018)  -0.07
C (-3.327, -0.127, 2.191)  -0.15
C (-4.554, -0.926, 2.527)  -0.21
O (-4.327, -1.666, 3.714)  -0.05
H (-5.341, 1.021, 0.569)  0.09
H (-4.235, 1.318, -0.777)  0.08
H (-4.667, -0.335, -0.322)  0.08
H (-2.043, 1.868, -0.184)  0.12
H (-0.223, 2.127, -0.642)  0.09
H (1.681, 2.774, -1.592)  0.13
H (2.420, 3.124, -0.025)  0.13
H (3.111, 0.988, 0.369)  0.15
H (3.213, 1.005, -2.656)  0.15
H (5.069, 2.342, -0.615)  0.09
H (5.456, 2.136, -2.324)  0.08
H (4.114, 3.171, -1.848)  0.08
H (5.248, -0.365, -2.291)  0.12
H (5.084, -0.172, -0.554)  0.12
H (3.174, -1.686, -2.398)  0.12
H (4.228, -2.384, -1.173)  0.11
H (1.846, -2.198, -0.431)  0.12
H (2.920, -1.268, 0.623)  0.14
H (0.248, -1.504, 1.005)  0.13
H (-1.758, -2.817, 1.591)  0.13
H (-1.402, -1.004, -2.936)  0.15
H (-2.234, -0.674, 3.949)  0.12
H (-5.409, -0.249, 2.649)  0.13
H (-4.779, -1.596, 1.689)  0.11
H (-5.080, -2.245, 3.860)  0.09

---

C21H25N3O5S | ωB97M-V/def2-TZVPD

Its SMILES is Cc1ccc(CNC(=O)C(=O)NC[C@H]2OCCN2S(=O)(=O)c2ccc(C)cc2)cc1. As for the orbital gap: 9.75 eV. Its total energy is -47726.7311 eV. The molecular weight is 431.5 g mol⁻¹. The HOMO energy comes out at -0.3349 Ha. The energy above the lowest of the compared OMol25 structures with the same formula, charge and spin is 1.747 eV.

Last column: Löwdin charge in e.
Geometry (Å):
C (-7.856, -0.772, 0.913)  -0.05
C (-6.488, -0.596, 0.330)  -0.28
C (-5.594, -1.662, 0.299)  -0.04
C (-4.337, -1.515, -0.255)  -0.03
C (-3.941, -0.296, -0.792)  -0.21
C (-4.826, 0.770, -0.757)  -0.04
C (-6.087, 0.619, -0.206)  -0.04
H (-6.766, 1.460, -0.190)  0.11
H (-4.534, 1.725, -1.171)  0.10
C (-2.556, -0.148, -1.365)  -0.11
N (-1.556, -0.321, -0.336)  0.10
C (-0.622, -1.272, -0.333)  -0.40
O (-0.427, -2.103, -1.205)  0.06
C (0.279, -1.172, 0.899)  -0.39
O (0.143, -0.272, 1.712)  0.07
N (1.178, -2.163, 0.964)  0.10
C (2.395, -2.032, 1.717)  -0.07
H (2.664, -2.981, 2.183)  0.13
H (2.236, -1.262, 2.474)  0.13
C (3.537, -1.607, 0.769)  -0.33
N (3.068, -0.617, -0.185)  -0.16
S (3.570, 0.983, 0.000)  0.70
O (4.214, 1.098, 1.275)  -0.27
O (4.286, 1.391, -1.177)  -0.28
C (1.985, 1.791, 0.033)  -0.27
C (1.438, 2.190, 1.236)  -0.06
C (0.176, 2.754, 1.249)  -0.03
C (-0.544, 2.914, 0.068)  -0.28
C (0.033, 2.514, -1.132)  -0.04
C (1.296, 1.948, -1.153)  -0.05
H (1.759, 1.640, -2.077)  0.12
H (-0.506, 2.647, -2.059)  0.11
C (-1.920, 3.506, 0.103)  -0.05
H (-2.605, 2.845, 0.633)  0.08
H (-2.302, 3.671, -0.901)  0.07
H (-1.909, 4.459, 0.630)  0.08
H (-0.263, 3.062, 2.186)  0.12
H (2.008, 2.051, 2.140)  0.12
C (3.145, -1.201, -1.512)  -0.14
H (3.485, -0.447, -2.219)  0.11
C (4.158, -2.331, -1.311)  -0.14
H (3.992, -3.198, -1.950)  0.13
O (3.952, -2.733, 0.029)  -0.06
H (5.181, -1.955, -1.442)  0.13
H (2.161, -1.584, -1.807)  0.11
H (4.366, -1.182, 1.356)  0.15
H (1.195, -2.786, 0.163)  0.14
H (-1.560, 0.291, 0.471)  0.14
H (-2.362, -0.919, -2.116)  0.13
H (-2.437, 0.838, -1.825)  0.11
H (-3.652, -2.350, -0.275)  0.12
H (-5.890, -2.615, 0.712)  0.11
H (-7.814, -1.367, 1.823)  0.08
H (-8.499, -1.293, 0.203)  0.08
H (-8.311, 0.189, 1.140)  0.07